1.
{"formula": "C5H14NO4", "method": "ωB97M-V/def2-TZVPD", "species": ["C", "N", "C", "O", "O", "C", "C", "C", "H", "H", "H", "H", "H", "H", "H", "H", "H", "H", "H", "H", "O", "H", "H", "O"], "xyz": [[1.439, 0.345, 0.605], [0.739, -0.609, 1.434], [0.617, -1.978, 1.093], [1.410, -2.450, 0.262], [-0.421, -2.541, 1.574], [0.650, 1.658, 0.565], [-0.455, 1.704, -0.520], [0.138, 1.654, -1.934], [1.554, -0.155, -0.357], [2.484, 0.523, 0.912], [0.093, -0.277, 2.117], [1.435, 2.402, 0.349], [0.198, 1.938, 1.511], [-1.004, 0.772, -0.349], [-1.093, 2.576, -0.380], [1.087, 1.120, -1.913], [0.527, 2.632, -2.237], [-0.572, 1.242, -2.638], [-1.319, -2.086, -1.658], [0.146, -2.359, -1.352], [-0.513, -2.413, -2.065], [-1.660, -1.490, 1.471], [-2.929, -1.174, 2.193], [-2.551, -1.034, 1.318]], "mulliken_charge": [-0.49, -0.14, 0.50, -0.76, -0.83, -0.86, -0.11, -1.23, 0.33, 0.21, 0.24, 0.33, 0.38, 0.10, 0.37, 0.33, 0.36, 0.31, 0.31, 0.37, -0.69, 0.37, 0.27, -0.67], "energy_ev": -15094.7942, "charge": -1, "e_lumo_ha": 0.134, "homo_lumo_gap_ev": 8.47, "relative_energy_ev": 0.1253, "fmax_ev_per_a": 1.63, "spin_multiplicity": 1}

2.
{"formula": "C19H11N4O2Pd", "method": "ωB97M-V/def2-TZVPD", "species": ["Pd", "C", "C", "O", "C", "C", "C", "C", "C", "C", "O", "H", "H", "H", "H", "H", "H", "H", "N", "C", "C", "C", "N", "C", "N", "N", "C", "C", "C", "C", "C", "C", "C", "H", "H", "H", "H"], "xyz": [[0.554, -1.130, -1.135], [2.479, 1.934, 1.403], [1.763, 1.357, 0.201], [1.709, 0.120, 0.174], [1.219, 2.249, -0.810], [1.344, 3.644, -0.602], [0.929, 4.575, -1.514], [0.363, 4.122, -2.721], [0.218, 2.789, -2.969], [0.618, 1.787, -2.030], [0.398, 0.569, -2.352], [2.830, 1.107, 2.012], [1.806, 2.558, 1.993], [3.325, 2.550, 1.098], [1.785, 3.992, 0.322], [1.036, 5.632, -1.314], [0.034, 4.841, -3.462], [-0.221, 2.430, -3.891], [1.207, -3.061, -0.500], [1.610, -3.937, 0.143], [2.078, -5.004, 0.898], [1.161, -5.777, 1.643], [0.406, -6.409, 2.246], [3.460, -5.295, 0.911], [4.590, -5.532, 0.920], [-6.043, -0.546, 2.394], [-5.035, -0.650, 1.848], [-3.776, -0.775, 1.169], [-2.977, -1.898, 1.376], [-1.762, -2.005, 0.715], [-1.330, -1.009, -0.160], [-2.143, 0.108, -0.357], [-3.358, 0.231, 0.300], [-3.307, -2.676, 2.053], [-1.150, -2.881, 0.891], [-1.831, 0.890, -1.039], [-3.986, 1.100, 0.144]], "mulliken_spin": [1.53, 0.01, 0.00, 0.08, -0.02, 0.00, 0.01, 0.00, 0.01, 0.00, 0.07, 0.00, 0.00, 0.00, 0.00, 0.00, 0.00, 0.00, 0.01, 0.01, 0.01, 0.00, 0.00, 0.00, 0.00, 0.00, 0.01, -0.01, 0.02, -0.09, 0.43, -0.13, 0.01, 0.00, 0.01, 0.00, 0.00], "energy_ev": -33416.2989, "charge": -1, "e_lumo_ha": [0.082, 0.056], "homo_lumo_gap_ev": [7.26, 6.97], "relative_energy_ev": 0.0000, "s_squared": 2.006, "fmax_ev_per_a": 0.14, "spin_multiplicity": 3}

3.
{"formula": "C28H40ClFeIO6Se", "method": "ωB97M-V/def2-TZVPD", "species": ["Fe", "C", "C", "C", "C", "C", "C", "C", "Se", "C", "C", "C", "C", "C", "C", "O", "C", "C", "C", "C", "C", "C", "C", "C", "C", "O", "C", "C", "C", "C", "C", "C", "H", "H", "H", "H", "H", "H", "H", "H", "H", "H", "H", "H", "H", "H", "H", "H", "H", "H", "H", "H", "H", "H", "H", "H", "H", "H", "H", "H", "H", "H", "H", "H", "H", "H", "H", "H", "H", "H", "H", "H", "O", "Cl", "O", "O", "O", "I"], "xyz": [[0.245, 0.288, -0.041], [-7.223, -1.188, 0.300], [-6.689, -1.112, -1.131], [-7.045, -2.429, -1.838], [-7.404, 0.045, -1.844], [-5.177, -0.895, -1.169], [-4.390, -0.794, -0.033], [-3.016, -0.611, -0.123], [-1.990, -0.491, 1.487], [-1.240, -2.260, 1.462], [-2.045, -3.351, 1.769], [-1.553, -4.644, 1.713], [-0.207, -4.790, 1.345], [0.633, -3.735, 1.040], [0.113, -2.401, 1.094], [0.869, -1.380, 0.820], [2.075, -3.961, 0.581], [2.462, -5.443, 0.608], [3.061, -3.214, 1.494], [2.233, -3.467, -0.867], [-2.400, -5.880, 2.010], [-2.447, -6.789, 0.773], [-3.839, -5.515, 2.380], [-1.793, -6.664, 3.183], [-2.339, -0.525, -1.359], [-1.057, -0.379, -1.449], [-3.152, -0.619, -2.537], [-4.516, -0.800, -2.400], [-2.486, -0.520, -3.910], [-3.498, -0.633, -5.055], [-1.778, 0.837, -4.050], [-1.467, -1.658, -4.083], [-8.306, -1.345, 0.282], [-6.769, -2.015, 0.850], [-7.023, -0.265, 0.848], [-8.128, -2.594, -1.828], [-6.711, -2.422, -2.877], [-6.561, -3.270, -1.339], [-8.489, -0.104, -1.833], [-7.177, 0.992, -1.350], [-7.081, 0.127, -2.883], [-4.825, -0.859, 0.956], [-3.077, -3.155, 2.031], [0.194, -5.795, 1.289], [2.384, -5.866, 1.614], [1.843, -6.039, -0.068], [3.500, -5.539, 0.282], [2.969, -3.574, 2.524], [4.086, -3.394, 1.156], [2.877, -2.143, 1.477], [1.581, -4.043, -1.531], [1.983, -2.413, -0.956], [3.268, -3.592, -1.197], [-2.885, -6.256, -0.072], [-1.446, -7.110, 0.481], [-3.047, -7.684, 0.972], [-4.335, -4.982, 1.566], [-4.409, -6.425, 2.587], [-3.872, -4.883, 3.270], [-0.770, -6.973, 2.963], [-1.767, -6.043, 4.081], [-2.383, -7.562, 3.396], [-5.115, -0.875, -3.301], [-4.241, 0.168, -5.022], [-2.964, -0.554, -6.006], [-4.021, -1.593, -5.044], [-2.502, 1.652, -3.970], [-1.027, 0.967, -3.273], [-1.289, 0.904, -5.027], [-1.969, -2.629, -4.027], [-0.984, -1.579, -5.063], [-0.705, -1.613, -3.308], [4.078, -0.624, -1.012], [3.278, 0.556, -0.826], [3.867, 1.668, -1.513], [3.114, 0.845, 0.574], [1.940, 0.299, -1.402], [-0.262, 2.922, 0.362]], "mulliken_spin": [3.82, 0.00, 0.00, 0.00, 0.00, 0.01, -0.01, -0.02, 0.03, 0.01, -0.01, 0.01, 0.00, -0.01, -0.02, 0.10, 0.00, 0.00, 0.00, 0.00, 0.00, 0.00, 0.00, 0.00, -0.01, -0.01, 0.00, 0.00, 0.01, 0.00, 0.00, 0.00, 0.00, 0.00, 0.00, 0.00, 0.00, 0.00, 0.00, 0.00, 0.00, 0.00, 0.00, 0.00, 0.00, 0.00, 0.00, 0.00, 0.00, 0.00, 0.00, 0.00, 0.00, 0.00, 0.00, 0.00, 0.00, 0.00, 0.00, 0.00, 0.00, 0.00, 0.00, 0.00, 0.00, 0.00, 0.00, 0.00, 0.00, 0.00, 0.00, 0.00, 0.00, 0.00, 0.00, 0.00, 0.03, 0.04], "energy_ev": -162326.1579, "charge": -2, "e_lumo_ha": [0.147, 0.147], "homo_lumo_gap_ev": [6.24, 6.21], "relative_energy_ev": 0.0053, "s_squared": 6.009, "fmax_ev_per_a": 0.11, "spin_multiplicity": 5}

4.
{"formula": "C28H24N6S3Tc", "method": "ωB97M-V/def2-TZVPD", "species": ["Tc", "C", "N", "C", "C", "N", "C", "C", "C", "C", "C", "C", "C", "S", "C", "C", "C", "C", "C", "C", "S", "H", "H", "H", "H", "H", "H", "H", "H", "H", "H", "H", "H", "H", "H", "H", "H", "H", "H", "S", "N", "C", "C", "C", "C", "C", "N", "C", "C", "N", "C", "C", "C", "C", "C", "N", "H", "H", "H", "H", "H", "H"], "xyz": [[0.163, 0.727, -0.469], [0.924, -0.438, -3.152], [1.621, -0.064, -1.870], [2.136, -1.295, -1.217], [0.952, -2.165, -0.856], [0.008, -1.484, 0.110], [-1.403, -1.826, -0.236], [0.298, -1.999, 1.468], [0.165, -3.368, 1.684], [0.390, -3.923, 2.930], [0.776, -3.111, 3.987], [0.936, -1.754, 3.777], [0.687, -1.188, 2.524], [0.732, 0.570, 2.482], [2.589, 0.981, -2.178], [3.938, 0.761, -2.322], [4.765, 1.830, -2.676], [4.242, 3.089, -2.916], [2.872, 3.310, -2.783], [2.062, 2.258, -2.395], [0.325, 2.489, -2.115], [1.525, -1.172, -3.690], [0.804, 0.440, -3.777], [-0.061, -0.854, -2.954], [2.706, -1.010, -0.333], [2.789, -1.851, -1.895], [1.316, -3.095, -0.430], [0.388, -2.431, -1.746], [-1.559, -2.902, -0.304], [-1.658, -1.381, -1.203], [-2.053, -1.420, 0.535], [-0.131, -4.023, 0.873], [0.267, -4.989, 3.070], [0.965, -3.533, 4.965], [1.256, -1.110, 4.587], [4.364, -0.221, -2.169], [5.828, 1.659, -2.781], [4.891, 3.903, -3.209], [2.448, 4.291, -2.958], [0.019, 7.455, 1.012], [1.137, 6.362, 0.606], [0.514, 5.210, 0.452], [1.186, 3.924, 0.152], [2.523, 3.779, 0.357], [3.272, 2.590, 0.621], [2.764, 1.415, 1.078], [1.460, 0.980, 1.003], [0.266, 2.926, -0.363], [-1.121, 2.987, 0.133], [-1.659, 1.760, 0.157], [-2.907, 1.618, 0.610], [-3.629, 2.716, 1.063], [-3.038, 3.970, 1.097], [-1.731, 4.114, 0.635], [-0.889, 5.308, 0.673], [-1.295, 6.523, 0.987], [3.065, 4.704, 0.538], [4.338, 2.714, 0.763], [3.431, 0.774, 1.655], [-3.323, 0.620, 0.627], [-4.640, 2.573, 1.416], [-3.570, 4.830, 1.487]], "mulliken_spin": [0.49, 0.04, -0.03, 0.02, -0.02, 0.05, -0.02, 0.01, 0.00, 0.00, 0.00, 0.00, -0.01, 0.05, -0.06, 0.01, 0.00, 0.00, 0.00, 0.03, 0.03, 0.00, 0.02, -0.02, 0.00, 0.00, 0.00, 0.00, 0.00, 0.00, 0.00, 0.00, 0.00, 0.00, 0.00, 0.00, 0.00, 0.00, 0.00, 0.03, 0.01, 0.01, 0.12, 0.03, 0.11, 0.06, 0.05, 0.02, -0.03, 0.00, 0.01, 0.00, 0.01, 0.01, 0.00, -0.01, 0.00, 0.00, 0.00, 0.00, 0.00, 0.00], "energy_ev": -73053.9561, "charge": 2, "e_lumo_ha": [-0.249, -0.299], "homo_lumo_gap_ev": [6.40, 4.92], "s_squared": 1.217, "fmax_ev_per_a": 1.94, "spin_multiplicity": 2}

5.
{"formula": "C3H10IN2O", "method": "ωB97M-V/def2-TZVPD", "species": ["C", "C", "C", "N", "N", "O", "I", "H", "H", "H", "H", "H", "H", "H", "H", "H", "H"], "xyz": [[-0.149, 0.545, 1.830], [0.569, 0.114, -1.332], [-0.865, -0.266, -0.373], [1.002, -0.879, -2.184], [-0.363, -0.539, 1.013], [1.470, 0.285, -0.372], [-1.961, -1.918, -1.234], [0.623, 0.983, 1.342], [-0.962, 1.316, 1.918], [0.262, 0.083, 2.713], [0.464, 1.110, -1.950], [-1.585, 0.546, -0.410], [1.264, -1.657, -1.712], [0.343, -1.128, -2.964], [-0.920, -1.331, 1.391], [0.652, -0.760, 0.681], [2.447, 0.242, -0.766]], "mulliken_charge": [-0.87, 0.30, -0.76, -0.58, -0.15, -0.61, 0.17, 0.34, 0.31, 0.40, 0.32, 0.43, 0.20, 0.25, 0.37, 0.49, 0.38], "energy_ev": -16392.7680, "charge": 1, "smiles": "C[NH2+][C@H](I)[C@H](N)O", "e_lumo_ha": -0.134, "homo_lumo_gap_ev": 10.16, "relative_energy_ev": 1.8652, "fmax_ev_per_a": 5.85, "spin_multiplicity": 1}

6.
{"formula": "C54H51MoNOP3", "method": "ωB97M-V/def2-TZVPD", "species": ["Mo", "C", "C", "P", "C", "C", "C", "C", "C", "C", "C", "C", "C", "C", "C", "C", "P", "C", "C", "C", "C", "C", "C", "C", "C", "C", "C", "C", "C", "H", "H", "H", "H", "H", "H", "H", "H", "H", "H", "H", "H", "H", "H", "H", "H", "H", "H", "H", "H", "H", "H", "H", "H", "N", "P", "C", "C", "C", "C", "C", "C", "C", "C", "C", "C", "C", "C", "C", "C", "C", "C", "C", "C", "H", "H", "H", "H", "H", "H", "H", "H", "H", "H", "H", "H", "H", "H", "H", "C", "C", "C", "C", "C", "C", "C", "O", "C", "C", "C", "H", "H", "H", "H", "H", "H", "H", "H", "H", "H", "H", "H"], "xyz": [[0.174, 0.086, 0.079], [2.413, 0.228, 2.709], [2.310, -1.274, 2.465], [0.709, -1.713, 1.662], [-0.558, -1.937, 2.944], [-0.241, -2.196, 4.276], [-1.248, -2.515, 5.173], [-2.563, -2.599, 4.748], [-2.885, -2.329, 3.426], [-1.891, -1.991, 2.526], [1.071, -3.383, 1.050], [0.368, -4.501, 1.497], [0.770, -5.765, 1.099], [1.887, -5.923, 0.291], [2.576, -4.809, -0.171], [2.159, -3.541, 0.188], [2.135, 1.117, 1.121], [3.639, 0.938, 0.114], [4.870, 0.490, 0.592], [5.975, 0.500, -0.244], [5.862, 0.942, -1.553], [4.642, 1.404, -2.028], [3.537, 1.413, -1.197], [2.184, 2.875, 1.540], [3.325, 3.368, 2.172], [3.428, 4.723, 2.429], [2.419, 5.589, 2.031], [1.293, 5.098, 1.387], [1.174, 3.742, 1.138], [3.386, 0.502, 3.133], [1.649, 0.554, 3.423], [2.433, -1.848, 3.388], [3.099, -1.600, 1.777], [0.781, -2.170, 4.621], [-0.998, -2.711, 6.203], [-3.336, -2.892, 5.438], [-3.911, -2.395, 3.098], [-2.144, -1.769, 1.490], [-0.464, -4.388, 2.174], [0.225, -6.633, 1.437], [2.232, -6.913, 0.027], [3.446, -4.933, -0.798], [2.684, -2.668, -0.192], [4.980, 0.149, 1.612], [6.932, 0.172, 0.134], [6.726, 0.938, -2.198], [4.563, 1.772, -3.039], [2.588, 1.828, -1.543], [4.133, 2.698, 2.438], [4.316, 5.102, 2.910], [2.520, 6.646, 2.212], [0.523, 5.777, 1.058], [0.302, 3.343, 0.627], [-1.092, 0.831, 1.102], [-2.207, 1.993, 1.185], [-3.919, 1.431, 1.345], [-4.257, 0.758, 2.518], [-5.582, 0.446, 2.763], [-6.562, 0.820, 1.853], [-6.219, 1.489, 0.689], [-4.895, 1.798, 0.424], [-1.908, 3.040, 2.624], [-2.813, 4.046, 2.954], [-2.601, 4.788, 4.102], [-1.506, 4.527, 4.914], [-0.609, 3.523, 4.582], [-0.818, 2.768, 3.443], [-2.009, 2.907, -0.383], [-1.672, 2.186, -1.530], [-1.511, 2.843, -2.739], [-1.666, 4.223, -2.803], [-1.977, 4.944, -1.661], [-2.163, 4.288, -0.454], [-3.482, 0.509, 3.232], [-5.855, -0.065, 3.673], [-7.597, 0.597, 2.060], [-6.987, 1.788, -0.007], [-4.630, 2.337, -0.476], [-3.684, 4.232, 2.339], [-3.296, 5.569, 4.368], [-1.366, 5.100, 5.817], [0.250, 3.338, 5.208], [-0.155, 1.950, 3.178], [-1.623, 1.080, -1.493], [-1.289, 2.283, -3.636], [-1.546, 4.729, -3.749], [-2.092, 6.017, -1.710], [-2.418, 4.851, 0.432], [1.485, -6.295, -3.295], [1.251, -4.833, -3.233], [0.359, -4.265, -2.317], [0.184, -2.900, -2.227], [-1.004, -2.390, -1.470], [1.025, -2.037, -3.008], [1.252, -0.698, -2.639], [0.947, -0.259, -1.458], [1.755, -2.614, -4.097], [2.400, -1.763, -5.135], [1.864, -3.986, -4.162], [1.017, -6.819, -2.468], [2.554, -6.509, -3.303], [1.083, -6.689, -4.230], [-0.233, -4.920, -1.695], [-1.415, -3.188, -0.852], [-1.777, -2.072, -2.178], [-0.797, -1.499, -0.791], [1.810, -0.021, -3.283], [3.255, -1.216, -4.742], [1.680, -1.054, -5.541], [2.757, -2.386, -5.949], [2.454, -4.433, -4.948]], "mulliken_charge": [-1.05, -0.90, -2.01, 3.37, 0.67, -0.58, -0.95, -0.75, -0.66, -0.47, 0.63, -0.52, -0.99, -0.76, -1.08, -0.63, 1.62, 1.13, -0.25, -0.82, -0.66, -0.85, -1.04, 0.69, -0.91, -0.86, -0.77, -0.49, 0.02, 0.83, 0.17, 0.98, 0.33, 0.37, 0.49, 0.49, 0.55, 0.15, 0.48, 0.49, 0.57, 0.55, 0.35, 0.39, 0.49, 0.45, 0.58, 0.76, 0.35, 0.48, 0.48, 0.48, -0.09, 0.72, 1.06, 0.74, -0.60, -0.91, -0.66, -0.75, -0.63, 0.98, -0.84, -0.90, -0.73, -0.50, -0.05, 0.18, -0.41, -0.93, -0.76, -0.67, -0.63, 0.74, 0.52, 0.44, 0.47, 0.48, 0.59, 0.49, 0.47, 0.50, -0.16, 0.61, 0.53, 0.44, 0.51, 0.48, -1.82, 0.15, -0.61, 0.72, -0.09, 1.54, -0.98, -0.56, 0.99, -1.97, -0.76, 0.33, 0.42, 0.51, 0.56, 0.53, 0.51, -0.88, 0.53, 0.39, 0.41, 0.44, 0.52], "energy_ev": -90063.1643, "charge": 3, "e_lumo_ha": -0.357, "homo_lumo_gap_ev": 6.13, "fmax_ev_per_a": 7.34, "spin_multiplicity": 1}